[1]
The following is a quantum chemistry calculation of a structure of composition C35H22BrMnN5O5 at a distorted geometry, from OMol25.

Calculated values
Kohn-Sham gap (alpha / beta): 7.24 / 7.16 eV
spin multiplicity: 6
electronic energy: -5722.10136 hartree
ΔE to the lowest compared entry with this formula, charge and spin: 0.000 eV

Last column: Mulliken spin population.
Positions of all 69 atoms, in Å:
1 Mn -1.1248 2.0147 1.6079  4.7951
2 C 5.5366 -7.2191 -5.7284  0.0000
3 O 4.2143 -7.4524 -5.2076  0.0000
4 C 3.6091 -6.3657 -4.7280  -0.0010
5 C 4.2379 -5.1193 -4.4821  -0.0007
6 C 3.5212 -4.0936 -3.8958  -0.0001
7 C 2.1308 -4.1996 -3.7057  0.0031
8 C 1.4663 -5.3514 -4.1977  -0.0010
9 C 2.1942 -6.4281 -4.6291  0.0007
10 C 1.5317 -3.1841 -2.9602  -0.0024
11 N 2.2364 -2.2147 -2.3410  -0.0002
12 C 1.3635 -1.4686 -1.6408  0.0016
13 C 0.0749 -2.0671 -1.6790  -0.0026
14 N 0.2022 -3.1592 -2.5705  -0.0003
15 C -1.0071 -1.6256 -0.9421  0.0046
16 C -2.3189 -2.1840 -0.8871  0.0110
17 C -3.2803 -1.6188 -0.0835  -0.0011
18 C -2.9888 -0.4666 0.6452  0.0148
19 N -1.7834 0.1590 0.5800  0.0327
20 C -0.8048 -0.4216 -0.1672  -0.0685
21 C 0.4927 0.1954 -0.1918  -0.0351
22 N 0.6684 1.1919 0.6842  0.0942
23 C 1.8894 1.6470 0.9652  0.0343
24 C 3.0540 1.2354 0.2202  0.0042
25 C 2.9194 0.1737 -0.6366  0.0086
26 C 1.6068 -0.2810 -0.8745  -0.0094
27 H 5.9934 -8.2116 -5.9784  0.0000
28 H 6.2584 -6.6934 -5.0150  0.0000
29 H 5.5253 -6.6184 -6.6714  0.0000
30 H 5.3128 -5.0325 -4.6839  -0.0001
31 H 3.9781 -3.1338 -3.6746  -0.0001
32 H 0.3671 -5.4247 -4.1950  -0.0001
33 H 1.7252 -7.3893 -4.8582  0.0001
34 H -0.5833 -3.5375 -3.1063  0.0000
35 H -2.5763 -3.1006 -1.4145  0.0002
36 H -4.2871 -1.9764 -0.0978  -0.0003
37 H -3.6850 -0.0033 1.3844  0.0027
38 H 2.0204 2.3174 1.8158  -0.0028
39 H 4.0402 1.5959 0.5157  0.0001
40 H 3.7392 -0.3576 -1.1303  0.0001
41 O 1.0703 3.0124 3.9830  0.0136
42 C -0.0154 2.4923 4.3503  -0.0084
43 N -1.1433 2.1963 3.5681  0.0614
44 C -2.2108 1.6588 4.2978  -0.0016
45 O -3.3186 1.4782 3.8209  -0.0017
46 C -1.7009 1.5568 5.7065  -0.0104
47 C -2.2815 1.0093 6.8333  -0.0015
48 C -1.4997 0.8793 8.0199  0.0014
49 C -0.1755 1.2670 8.0058  0.0012
50 C 0.3921 1.7934 6.8268  0.0010
51 C -0.3599 2.0023 5.7090  0.0064
52 H -3.3305 0.6983 6.7432  -0.0001
53 H -2.0430 0.3935 8.8314  0.0003
54 H 0.4843 1.2085 8.8915  0.0003
55 H 1.4623 2.0622 6.7636  -0.0002
56 Br -1.6094 9.0600 -0.5509  0.0000
57 C -2.5369 7.4194 -0.7568  -0.0016
58 C -3.7655 7.4428 -1.4673  0.0030
59 C -4.5530 6.2698 -1.4777  -0.0013
60 C -3.9937 5.0940 -0.9586  0.0041
61 C -2.7594 5.0631 -0.2711  0.0007
62 C -1.9886 6.2341 -0.2482  0.0082
63 C -2.2890 3.8196 0.4260  -0.0523
64 O -3.0314 2.8204 0.6846  0.0308
65 O -1.0526 3.8728 0.7369  0.0577
66 H -4.0937 8.3638 -2.0199  0.0002
67 H -5.5760 6.2279 -1.8484  0.0000
68 H -4.5337 4.1531 -0.9858  0.0034
69 H -1.0170 6.3200 0.3419  0.0032

[2]
The following is a quantum chemistry calculation of a structure of composition C35H22N9O6V at a distorted geometry, from OMol25.

Calculated values
Kohn-Sham gap (alpha / beta): 4.58 / 4.66 eV
spin multiplicity: 2
net charge: -1
electronic energy: -3235.36981 hartree
ΔE to the lowest compared entry with this formula, charge and spin: 1.297 eV

Last column: Mulliken spin population.
Positions of all 73 atoms, in Å:
1 V 0.2068 0.1137 0.2951  0.9381
2 C 1.2193 3.5679 -2.1829  0.0345
3 C 0.5026 2.6948 -1.4195  -0.0028
4 N 1.0872 1.6821 -0.7449  0.0258
5 C 2.4588 1.6172 -0.8146  0.0177
6 C 3.1585 2.5154 -1.6438  -0.0055
7 N 2.5748 3.4688 -2.3235  0.0190
8 C 3.0445 0.6749 0.0778  0.0183
9 C 4.4019 0.4342 0.3039  0.0056
10 C 4.7907 -0.4298 1.3011  -0.0145
11 C 3.7874 -1.0674 2.0903  0.0263
12 C 2.4804 -0.8275 1.8202  0.0002
13 N 2.1024 0.0206 0.8342  -0.0015
14 C 1.3112 -1.3376 2.5782  -0.0260
15 C 1.3770 -2.0601 3.7594  0.0054
16 N 0.2948 -2.3871 4.4573  -0.0056
17 C -0.8724 -1.9759 3.9734  -0.0119
18 C -0.9672 -1.2557 2.7981  -0.0037
19 N 0.1225 -0.9532 2.0921  -0.0337
20 C 6.2266 -0.6822 1.5774  -0.0001
21 C 7.1953 0.3025 1.4031  -0.0005
22 C 8.5191 0.0188 1.6963  0.0012
23 N 8.9475 -1.1633 2.1485  -0.0019
24 C 8.0163 -2.1084 2.3033  0.0005
25 C 6.6690 -1.9196 2.0369  -0.0023
26 H 0.7245 4.3618 -2.7264  0.0035
27 H -0.5732 2.7717 -1.3495  0.0012
28 H 4.2388 2.4363 -1.7367  0.0001
29 H 5.1451 0.9164 -0.3210  0.0008
30 H 4.0663 -1.7145 2.9136  0.0024
31 H 2.3369 -2.3735 4.1563  -0.0004
32 H -1.7625 -2.2457 4.5275  -0.0013
33 H -1.9191 -0.9453 2.3925  -0.0068
34 H 6.9195 1.2941 1.0627  -0.0014
35 H 9.2782 0.7847 1.5715  0.0000
36 H 8.3691 -3.0726 2.6564  0.0001
37 H 5.9726 -2.7433 2.1566  0.0004
38 O -3.5167 1.8446 0.0274  0.0340
39 C -2.3944 1.3803 0.2578  0.0112
40 N -1.6253 0.5384 -0.4512  -0.0098
41 C -2.2464 0.1329 -1.7228  0.0017
42 C -1.4330 0.2787 -2.9896  0.0021
43 C -2.0964 0.6536 -4.1581  -0.0011
44 C -1.3870 0.7424 -5.3405  -0.0008
45 C -0.0305 0.4590 -5.3345  0.0004
46 C 0.5504 0.1032 -4.1267  0.0006
47 N -0.1294 0.0200 -2.9828  0.0009
48 C -1.7095 1.8239 1.5332  0.0252
49 C -2.4073 2.4510 2.5534  -0.0058
50 C -1.7196 2.8463 3.6823  0.0067
51 C -0.3463 2.6368 3.7407  -0.0031
52 C 0.2723 2.0089 2.6833  0.0174
53 N -0.3980 1.5858 1.5973  -0.0380
54 H -2.5316 -0.9190 -1.6293  -0.0018
55 H -3.1525 0.7047 -1.8588  -0.0023
56 H -3.1588 0.8715 -4.1275  -0.0002
57 H -1.8837 1.0366 -6.2572  0.0001
58 H 0.5647 0.5053 -6.2387  0.0000
59 H 1.6080 -0.1355 -4.0670  0.0007
60 H -3.4687 2.6032 2.4169  0.0004
61 H -2.2375 3.3192 4.5074  0.0004
62 H 0.2371 2.9464 4.5982  0.0002
63 H 1.3379 1.8195 2.6875  0.0020
64 O -0.1710 -5.7789 -2.3043  -0.0017
65 C -0.2630 -4.8593 -1.5349  0.0001
66 C 0.6034 -3.6287 -1.4861  0.0036
67 O 1.6899 -3.4820 -2.0374  -0.0022
68 C -0.1202 -2.6992 -0.6718  0.0056
69 C -1.2964 -3.2390 -0.0843  0.0007
70 O -2.1358 -2.6374 0.6159  -0.0015
71 C -1.3159 -4.6872 -0.4540  0.0014
72 O -1.9983 -5.5574 0.0269  -0.0021
73 O 0.2510 -1.4403 -0.4637  -0.0264